Entry 1:
ORCA calculation (ωB97M-V/def2-TZVPD) on a molecular structure, C47H60ClI2N3OP2Ru in a non-equilibrium geometry.

Values from the calculation:
total charge	-1
2S+1	2
frontier orbital gap (alpha / beta)	0.1615 / 0.1495	Ha

XYZ file:
```
117
Properties=species:S:1:pos:R:3:forces:R:3:mulliken_charge:R:1
Ru 0.24136 -0.55522 0.96545 0.79 1.18 -0.74 1.94
I -5.65788 -6.12642 -0.91091 0.35 0.21 0.12 -0.05
C -3.91622 -5.00397 -0.44414 -0.66 -0.24 -0.11 -0.64
C -2.66706 -5.56009 -0.63998 -0.17 -0.08 -0.07 -0.41
C -1.56727 -4.79129 -0.35079 0.84 -0.26 -0.04 0.07
I 0.36079 -5.62459 -0.61818 -0.45 0.07 0.09 0.04
C -1.61179 -3.44683 0.11847 -0.55 -0.42 -0.06 -0.98
O -0.53889 -2.80206 0.32217 0.74 0.90 0.20 0.74
C -2.93700 -2.93647 0.29863 0.27 0.20 0.14 0.23
C -3.14852 -1.49022 0.66090 -0.03 -0.13 -0.34 -1.14
N -2.19116 -0.96111 1.60764 0.22 0.77 0.34 1.87
C -2.39068 -1.36224 2.98494 -0.07 -0.08 -0.13 -0.98
C -1.38454 -0.64609 3.84480 0.28 -0.25 -0.34 0.15
C -1.78119 0.10574 4.93568 0.01 0.21 0.38 -0.81
C -0.82521 0.74144 5.71706 0.26 -0.30 -0.41 -0.48
C 0.51273 0.53441 5.39430 -0.48 0.20 0.43 -1.09
C 0.82249 -0.21667 4.28030 -0.04 -0.24 -0.38 -0.30
N -0.09573 -0.76522 3.47214 -0.37 0.40 0.54 0.38
C -4.04615 -3.71100 0.02997 -0.17 -0.18 -0.03 -0.35
H -2.55769 -6.56769 -1.01511 0.04 0.00 0.02 0.39
H -4.19095 -1.36089 1.01774 0.21 0.00 -0.06 0.32
H -3.04392 -0.88881 -0.24952 0.02 0.06 0.12 -0.13
H -2.18020 0.06186 1.52957 0.04 -0.14 -0.13 -0.89
H -2.23276 -2.44515 3.05234 -0.03 0.06 0.06 0.55
H -3.41584 -1.14101 3.34527 0.23 -0.08 -0.07 0.30
H -2.83439 0.19726 5.16534 -0.03 0.01 -0.04 0.40
H -1.11125 1.37595 6.54329 -0.02 -0.03 0.10 0.42
H 1.29888 0.95059 6.00593 0.10 0.06 -0.05 0.45
H 1.85482 -0.38275 4.01041 0.07 -0.01 -0.15 0.43
H -5.03327 -3.29018 0.18025 -0.02 0.04 0.00 0.45
C 4.03211 -2.06791 -3.51561 0.07 0.01 0.05 -1.43
C 2.58068 -2.45311 -3.56034 0.09 0.09 -0.01 1.44
C 2.10790 -2.95670 -4.76863 -0.08 -0.07 -0.03 -0.96
C 0.78113 -3.29594 -4.95912 -0.04 0.10 0.02 -0.85
C -0.12237 -3.09027 -3.93273 -0.10 -0.04 -0.14 -0.91
C 0.32900 -2.59726 -2.72476 -0.07 0.01 0.08 -0.98
C 1.67340 -2.30743 -2.50062 -0.71 0.15 0.21 0.50
P 2.00355 -1.78398 -0.76268 1.22 0.04 0.35 1.19
C 3.33906 -0.55638 -1.03912 -0.21 0.37 0.28 0.71
C 4.58921 -0.70132 -0.44796 0.00 -0.09 -0.13 -0.15
C 5.56368 0.26411 -0.61236 0.12 0.00 0.00 -0.68
C 5.28501 1.41190 -1.33272 0.10 0.04 0.02 -1.02
C 4.03368 1.57738 -1.89810 0.02 0.09 -0.09 -0.38
C 3.05605 0.59974 -1.77654 0.07 -0.09 0.04 0.34
C 1.73007 0.77319 -2.44445 -0.20 0.08 -0.03 -1.54
C 2.98715 -3.19323 -0.12429 -0.65 0.70 0.19 0.43
C 3.64384 -4.07175 -0.96969 0.19 -0.66 0.00 -0.22
C 4.53497 -5.02142 -0.49040 -0.17 0.12 -0.84 -1.06
C 4.78866 -5.10814 0.87889 -0.29 0.26 0.60 -0.66
C 4.10735 -4.30186 1.74587 0.47 -0.35 -0.08 -1.18
C 3.12961 -3.36137 1.29631 -0.69 0.52 0.12 1.24
C 2.33287 -2.72844 2.21602 -0.25 -0.08 -0.09 -0.57
H 4.60790 -2.70291 -4.18880 0.01 -0.02 -0.03 0.56
H 4.44834 -2.14619 -2.51884 0.12 -0.02 -0.09 0.16
H 4.15032 -1.03387 -3.84522 0.07 0.08 0.03 0.28
H 2.80808 -3.08787 -5.58263 0.10 -0.02 -0.05 0.46
H 0.45666 -3.70019 -5.90763 -0.03 -0.03 -0.07 0.37
H -1.16824 -3.32083 -4.06699 -0.12 -0.04 0.02 0.50
H -0.36315 -2.43634 -1.91077 -0.09 -0.07 0.04 0.46
H 4.79978 -1.58378 0.14138 0.00 -0.02 -0.03 0.37
H 6.53265 0.12833 -0.15392 0.08 0.00 0.05 0.41
H 6.03783 2.18011 -1.44921 0.03 0.05 0.00 0.35
H 3.80738 2.48657 -2.43932 -0.04 0.06 -0.10 0.42
H 0.91795 0.46649 -1.76856 0.00 0.17 -0.19 -0.20
H 1.67076 0.15326 -3.34258 -0.09 0.02 0.03 0.49
H 1.57875 1.80990 -2.74594 0.00 0.00 0.06 0.46
H 3.46302 -4.04535 -2.03115 -0.03 -0.01 -0.08 0.39
H 5.04365 -5.67411 -1.18284 0.06 -0.06 -0.12 0.40
H 5.49535 -5.83804 1.24977 0.08 -0.03 0.08 0.35
H 4.25153 -4.38816 2.81268 0.07 -0.05 0.14 0.40
H 2.47794 -2.89982 3.27027 -0.02 0.23 0.18 0.02
H 1.47815 -2.11842 1.91583 -0.04 -0.50 0.17 -0.14
C -2.51023 1.21246 -2.10322 0.11 -0.16 0.10 -2.39
C -2.32417 2.68700 -1.73640 0.17 -0.13 0.35 3.10
C -1.27795 3.25543 -2.69203 0.04 -0.02 0.16 -2.35
C -3.62026 3.44759 -2.00657 0.09 -0.02 0.14 -2.15
P -1.64520 2.65245 0.12009 -0.38 0.91 -0.26 -2.04
N -0.97262 1.32254 0.46352 1.03 -1.76 0.57 0.62
C -3.22637 3.03757 1.22354 0.46 -0.33 -0.16 2.89
C -2.81083 2.96571 2.69499 0.20 0.03 -0.01 -2.06
C -3.93651 4.37058 0.95014 0.10 -0.03 -0.15 -1.99
C -4.21439 1.88300 1.01844 0.15 -0.05 -0.13 -1.99
C -0.38753 4.14294 0.37929 -0.35 -0.34 -0.02 2.91
C -0.84505 5.57310 0.10920 -0.08 -0.15 0.02 -2.00
C 0.84472 3.81577 -0.47068 -0.03 -0.12 -0.06 -1.80
C 0.05240 4.04696 1.84092 -0.05 -0.11 0.09 -1.76
H -2.39734 1.06358 -3.17773 -0.05 0.08 -0.13 0.58
H -3.49696 0.84687 -1.82437 -0.07 -0.09 0.08 0.39
H -1.75544 0.60946 -1.59071 -0.08 -0.05 -0.11 0.21
H -1.63341 3.14102 -3.71918 -0.06 -0.04 -0.02 0.65
H -0.34375 2.71410 -2.60108 0.17 0.01 -0.05 0.36
H -1.10939 4.31565 -2.52356 0.12 0.10 0.01 0.27
H -3.87693 3.33007 -3.06222 0.01 -0.02 -0.07 0.51
H -3.51171 4.51107 -1.81104 -0.04 0.16 0.01 0.30
H -4.45579 3.06868 -1.42867 -0.12 0.01 0.06 0.32
H -2.43035 3.91284 3.06364 0.06 0.08 0.04 0.43
H -2.04337 2.20569 2.83565 0.04 -0.09 0.10 -0.02
H -3.67165 2.70182 3.31218 -0.14 -0.02 0.02 0.62
H -3.31020 5.05545 0.39523 -0.01 0.24 -0.06 0.24
H -4.21610 4.85202 1.88702 0.00 0.04 0.11 0.47
H -4.85076 4.22667 0.38011 -0.04 0.02 -0.09 0.37
H -3.90361 1.01208 1.58425 0.01 -0.19 0.03 0.08
H -4.30340 1.58717 -0.02067 -0.12 -0.09 -0.12 0.36
H -5.20338 2.17130 1.37998 -0.05 0.06 0.06 0.60
H -1.30875 5.69043 -0.86835 -0.05 0.06 -0.11 0.24
H 0.02468 6.23240 0.15085 0.07 0.08 -0.02 0.50
H -1.54262 5.91056 0.87272 -0.06 0.10 0.01 0.45
H 0.80026 4.26068 -1.46066 -0.04 -0.04 -0.09 0.22
H 0.94246 2.73492 -0.55594 0.17 -0.10 -0.10 -0.08
H 1.74752 4.19279 0.01232 0.03 0.06 0.07 0.66
H -0.64813 4.53720 2.50982 -0.06 0.00 0.08 0.25
H 1.02186 4.52887 1.97630 0.07 0.07 -0.04 0.57
H 0.14936 3.00109 2.12453 0.05 -0.04 0.14 -0.03
Cl 3.48816 0.18181 2.21271 0.09 0.04 0.34 -0.22
C 2.00238 0.85186 1.49832 -1.40 -0.58 -0.61 -0.58
H 2.34114 1.41180 0.62154 -0.26 -0.23 0.09 -0.03
H 1.63643 1.55707 2.24935 -0.18 -0.20 -0.19 0.64
```
Positions in Å, forces in eV/Å.

***

Entry 2:
ORCA calculation (ωB97M-V/def2-TZVPD) on a molecular structure, C47H61Cl5N3OP2ReS2Si in a non-equilibrium geometry.

Values from the calculation:
total charge	+1
2S+1	4
frontier orbital gap (alpha / beta)	0.2958 / 0.2371	Ha

XYZ file:
```
123
Properties=species:S:1:pos:R:3:forces:R:3:mulliken_charge:R:1
Re 0.25657 1.15608 1.72056 0.24 -0.24 1.21 1.00
C -3.05474 2.10541 2.22251 -0.02 0.12 0.05 -1.13
Si -2.18582 0.64903 1.40484 -0.20 -0.08 -0.12 0.10
C -2.39661 -0.85373 2.57087 -0.05 -0.08 0.08 1.27
C -3.60084 -1.10330 3.23460 0.13 -0.02 -0.06 -0.67
C -3.71133 -2.09123 4.20677 -0.04 0.03 -0.03 -1.10
C -2.61106 -2.85794 4.54303 0.04 -0.06 0.01 -1.09
C -1.40406 -2.64883 3.88944 -0.03 0.04 0.01 -0.73
C -1.29266 -1.65549 2.92393 -0.11 -0.09 -0.12 0.92
P 0.23596 -1.43266 1.96157 -0.25 0.17 0.26 0.35
C -0.02598 -2.70668 0.67987 0.18 0.13 -0.25 -0.16
C 1.11976 -2.71458 -0.33461 0.12 -0.04 0.02 -0.02
C 0.97960 -3.87536 -1.34706 -0.13 -0.07 0.13 -0.82
C -0.22495 -4.76518 -1.02323 -0.02 0.12 -0.08 -0.93
C -1.52089 -3.94825 -0.91294 0.13 0.00 0.05 -1.18
C -1.34856 -2.65648 -0.07399 -0.02 -0.06 -0.06 0.49
C 1.72605 -2.07782 2.88556 -0.12 -0.11 0.08 0.93
C 1.93742 -3.60546 2.90019 0.10 0.15 0.02 -0.81
C 3.32839 -3.92016 3.45471 -0.06 0.00 0.12 -0.93
C 3.47655 -3.39380 4.87880 0.00 0.08 -0.12 -0.82
C 3.23057 -1.88828 4.90220 -0.06 -0.09 0.01 -0.96
C 1.86296 -1.53195 4.31791 0.03 0.14 -0.10 -0.55
C -3.22481 0.47664 -0.20617 0.22 0.10 -0.20 1.07
C -4.58866 0.25997 0.07113 0.28 0.03 -0.06 -0.77
C -5.57081 0.37747 -0.89157 -0.07 -0.02 -0.03 -1.11
C -5.22289 0.74557 -2.18222 -0.04 -0.02 -0.05 -0.95
C -3.89180 0.93451 -2.49364 0.13 -0.08 0.07 -0.29
C -2.87506 0.78304 -1.53910 -0.30 -0.14 0.15 0.18
P -1.13449 0.87819 -2.11757 -0.05 -0.23 -0.02 0.50
C -1.14222 2.53701 -2.94478 0.05 0.13 0.21 0.12
C -1.47198 3.61847 -1.89852 0.07 0.05 0.02 -0.02
C -1.18878 5.06266 -2.37457 -0.11 -0.05 -0.02 -0.87
C -0.83116 5.12346 -3.85540 0.06 -0.04 0.07 -0.82
C 0.39666 4.25547 -4.10352 -0.08 -0.07 -0.09 -0.78
C 0.15532 2.77156 -3.73830 0.03 0.09 0.05 -0.35
C -1.14282 -0.22637 -3.63600 0.10 -0.04 0.15 0.33
C -2.12311 -1.42202 -3.56192 0.08 0.07 -0.10 -0.82
C -1.60651 -2.65102 -4.32097 -0.16 0.19 -0.18 -0.48
C -0.86188 -2.21674 -5.57585 0.06 -0.02 0.05 -1.19
C 0.44500 -1.51886 -5.17719 -0.08 0.08 0.04 -0.98
C 0.29629 -0.71979 -3.86688 -0.14 -0.03 -0.10 0.31
H -4.10438 2.12356 1.92426 -0.01 0.00 0.06 0.66
H -3.00275 2.07339 3.31227 0.04 0.01 -0.03 0.32
H -2.60676 3.04703 1.89191 -0.05 -0.04 0.01 0.14
H -4.47813 -0.51252 3.01257 -0.04 0.10 0.02 0.46
H -4.65888 -2.25425 4.70414 0.01 0.03 0.01 0.43
H -2.68600 -3.61537 5.31212 0.00 -0.01 -0.01 0.47
H -0.54803 -3.25289 4.15448 -0.03 -0.02 0.00 0.11
H -0.01764 -3.62349 1.27039 0.04 -0.11 0.02 0.87
H 1.08753 -1.75359 -0.86580 -0.08 0.01 -0.02 -0.97
H 2.08982 -2.76886 0.17289 -0.04 -0.08 0.01 0.69
H 0.85663 -3.47011 -2.34911 0.00 0.04 -0.15 0.13
H 1.89039 -4.47448 -1.36346 0.01 0.00 -0.01 0.35
H -0.33757 -5.52196 -1.80090 0.01 -0.03 0.02 0.61
H -0.04101 -5.30823 -0.09207 0.00 -0.01 -0.03 0.35
H -1.85971 -3.68524 -1.91448 -0.05 -0.04 0.07 0.45
H -2.30235 -4.56968 -0.47442 0.00 -0.02 0.01 0.39
H -1.34796 -1.77359 -0.72039 0.02 0.02 0.03 -0.61
H -2.18738 -2.54481 0.61101 -0.01 0.02 -0.02 0.18
H 2.54930 -1.63657 2.31131 0.03 -0.03 -0.03 0.07
H 1.19063 -4.08400 3.53963 -0.01 -0.03 -0.07 0.19
H 1.85180 -4.04737 1.91038 -0.05 -0.02 -0.08 0.31
H 3.50194 -4.99690 3.41559 0.01 0.00 0.00 0.46
H 4.08122 -3.44606 2.81344 0.01 -0.05 0.00 0.29
H 2.74239 -3.89204 5.52220 0.05 0.00 0.01 0.33
H 4.46628 -3.62913 5.27310 -0.01 0.00 0.02 0.44
H 3.29353 -1.50615 5.92245 0.01 0.03 -0.02 0.49
H 4.00713 -1.38265 4.31602 -0.01 0.01 0.04 0.22
H 1.07364 -1.94868 4.95120 0.02 0.06 -0.02 0.33
H 1.73708 -0.45029 4.33258 -0.02 -0.11 0.01 0.19
H -4.90045 0.00644 1.07310 -0.01 -0.01 0.12 0.17
H -6.60718 0.20001 -0.63280 0.02 -0.01 0.00 0.45
H -5.98399 0.86240 -2.94329 0.01 0.01 0.00 0.42
H -3.62972 1.17836 -3.51656 0.01 0.03 0.00 0.39
H -1.95974 2.51185 -3.66858 -0.07 0.07 -0.03 0.71
H -2.52838 3.51689 -1.64630 -0.02 -0.02 0.03 0.45
H -0.92785 3.41867 -0.96711 -0.12 0.06 -0.11 -0.61
H -2.05308 5.69584 -2.16885 0.02 0.00 0.04 0.41
H -0.35345 5.48440 -1.80749 0.03 0.01 0.01 0.23
H -1.67232 4.78389 -4.46828 0.01 0.02 0.01 0.38
H -0.62314 6.15512 -4.14422 -0.02 -0.01 -0.02 0.44
H 0.71202 4.33020 -5.14502 0.04 0.00 0.01 0.37
H 1.21470 4.65479 -3.49981 0.05 0.01 0.03 0.24
H 0.09156 2.18258 -4.65567 0.06 -0.04 0.01 0.39
H 1.02071 2.38589 -3.18918 -0.02 0.02 0.02 -0.28
H -1.41948 0.41601 -4.47858 -0.03 -0.06 -0.06 1.03
H -2.33716 -1.68315 -2.52478 -0.05 0.00 0.02 -0.01
H -3.07763 -1.12249 -3.99789 0.01 0.00 0.06 0.46
H -0.93198 -3.22705 -3.69217 0.16 -0.14 0.06 -0.03
H -2.44582 -3.30488 -4.56641 0.02 -0.01 0.03 0.66
H -0.64694 -3.07026 -6.21948 -0.02 0.02 -0.04 0.50
H -1.49818 -1.53548 -6.14868 0.01 -0.02 -0.02 0.33
H 1.22641 -2.27077 -5.04292 0.04 0.01 -0.03 0.40
H 0.77675 -0.85981 -5.98209 0.01 0.00 0.01 0.35
H 0.57833 -1.33810 -3.00962 0.00 -0.04 0.02 -1.13
H 0.98495 0.12577 -3.87276 0.07 0.02 0.05 0.37
Cl 1.28528 2.26851 -0.24164 0.21 0.27 -0.77 0.25
C 1.18697 3.63334 0.87919 -0.02 -0.22 -0.18 -0.92
C 0.37872 3.31017 1.94915 0.22 -0.10 -0.14 -0.43
C 0.20699 4.35262 2.85542 0.00 0.24 0.02 1.05
Cl -0.80185 4.17249 4.24123 -0.06 -0.04 0.00 -0.17
C 0.82615 5.60151 2.66665 -0.01 -0.11 -0.05 -0.15
Cl 0.55728 6.88539 3.76916 0.00 -0.02 0.03 -0.17
C 1.67676 5.82234 1.57650 -0.07 -0.04 0.05 0.47
Cl 2.46390 7.32421 1.35649 0.01 0.02 0.00 -0.17
C 1.87143 4.80144 0.65071 0.03 0.02 -0.11 -0.35
Cl 2.91227 4.95768 -0.70649 -0.02 0.05 -0.03 -0.15
C 5.56198 2.47343 1.00775 -0.01 -0.06 -0.08 -0.81
N 4.87464 1.38938 0.31018 0.17 0.29 0.00 0.28
C 5.18720 0.92291 -0.96091 0.02 0.06 0.16 -0.82
C 4.28020 -0.01959 -1.27483 -0.11 -0.02 0.13 -0.39
N 3.42970 -0.11182 -0.18584 -0.06 -0.08 -0.04 0.29
C 3.78205 0.76324 0.77821 -0.01 -0.14 -0.16 0.03
S 3.01292 1.03996 2.27358 -0.38 0.03 0.04 -0.22
H 6.59134 2.51090 0.66249 0.01 -0.01 0.00 0.36
H 5.53829 2.28198 2.07577 0.01 -0.02 0.02 0.34
H 5.07230 3.42459 0.80301 -0.03 -0.01 -0.02 0.26
H 6.03178 1.29500 -1.51333 -0.02 0.01 0.03 0.49
H 4.16902 -0.62676 -2.15542 -0.02 0.00 0.04 0.57
H 2.63611 -0.72859 -0.09949 0.02 0.00 -0.05 -0.20
O -0.17278 0.46390 6.03596 0.04 0.01 0.00 -0.48
S -0.84286 1.05008 4.89614 -0.17 -0.13 0.18 0.34
N -0.15815 0.89693 3.57999 0.28 0.33 -0.21 0.00
```
Positions in Å, forces in eV/Å.

***

Question: What is the formula in the second record?
Answer: C47H61Cl5N3OP2ReS2Si

***

Question: Among the records above, which one has the lowest 2S+1?
Answer: C47H60ClI2N3OP2Ru

***

Question: Which of these has the highest 2S+1?
Answer: C47H61Cl5N3OP2ReS2Si

***

Question: What is the formula in the first record?
Answer: C47H60ClI2N3OP2Ru